ORCA calculation (ωB97M-V/def2-TZVPD) on a structure of composition C15H24I2N7O2PtS.

Calculated values
HOMO level	-16.0	eV
LUMO energy	-10.20	eV
net charge	+3
gap between HOMO and LUMO	5.8	eV
energy relative to the best compared isomer or geometry (same formula, charge and spin)	0.732	eV

XYZ file:
```
52
Properties=species:S:1:pos:R:3:forces:R:3
Pt 0.113 -0.337 0.552 0.228 0.568 -0.334
C 3.169 0.379 0.622 -0.008 0.023 -0.069
C 3.202 -1.160 0.506 -0.064 0.063 0.020
N 2.033 -1.777 1.133 0.105 -0.285 0.210
C 2.060 -1.780 2.612 -0.053 0.033 -0.078
C 0.689 -1.480 3.212 0.031 0.068 -0.064
N -0.014 -0.299 2.587 -0.010 -0.102 0.129
C 0.433 1.061 3.031 -0.024 -0.050 -0.033
C 1.764 1.394 2.406 0.065 0.069 -0.065
N 1.819 0.942 0.971 0.092 -0.137 0.226
H 3.479 0.813 -0.324 -0.027 0.011 0.050
H 3.880 0.721 1.371 -0.026 0.028 0.051
H 4.136 -1.526 0.938 0.026 0.008 -0.029
H 3.200 -1.455 -0.544 -0.030 0.010 0.009
H 1.943 -2.725 0.789 -0.013 -0.012 0.039
H 2.803 -1.063 2.955 -0.003 -0.016 -0.015
H 2.383 -2.750 2.996 -0.004 0.010 0.027
H 0.770 -1.307 4.287 -0.003 -0.005 -0.004
H 0.024 -2.331 3.063 0.010 -0.010 -0.018
H -0.981 -0.369 2.898 -0.033 -0.014 0.022
H 0.483 1.090 4.121 0.018 0.028 0.010
H -0.344 1.753 2.709 0.040 0.011 0.006
H 2.568 0.910 2.949 0.030 0.009 -0.019
H 1.952 2.466 2.467 -0.023 0.002 -0.029
H 1.678 1.738 0.354 -0.020 -0.007 0.003
S -1.804 -1.303 0.039 -0.069 -0.112 0.479
C -3.096 -0.148 -0.476 0.052 0.094 0.056
N -4.033 -0.572 -1.348 -0.115 0.057 0.008
C -5.090 0.213 -1.648 0.070 -0.099 -0.035
C -5.203 1.435 -1.028 0.032 0.079 0.071
C -4.214 1.785 -0.115 -0.031 -0.017 -0.056
N -3.158 0.992 0.134 -0.052 0.024 -0.024
H -3.965 -1.496 -1.769 0.023 0.000 -0.004
H -5.803 -0.176 -2.364 -0.004 -0.002 0.006
H -6.041 2.084 -1.240 0.001 0.005 0.008
H -4.250 2.717 0.436 -0.009 0.005 0.005
C 2.192 0.956 -4.425 -0.008 -0.011 0.010
N 1.239 0.138 -3.639 0.070 0.220 0.126
C 0.500 -0.798 -4.222 -0.179 -0.199 0.070
C -0.438 -1.518 -3.511 0.164 0.107 -0.297
C -0.504 -1.224 -2.169 -0.042 -0.167 0.170
O -1.442 -1.907 -1.443 -0.024 -0.199 -0.371
N 0.273 -0.363 -1.521 -0.323 -0.081 -0.294
C 1.113 0.457 -2.272 0.437 -0.033 -0.072
O 1.750 1.361 -1.793 -0.187 0.018 0.081
H 2.475 0.395 -5.310 -0.025 0.010 -0.013
H 3.066 1.161 -3.816 0.004 -0.023 0.002
H 1.719 1.896 -4.702 0.013 0.013 0.017
H 0.662 -0.955 -5.281 -0.011 -0.009 0.001
H -1.060 -2.270 -3.969 -0.008 0.011 0.003
I -3.292 1.481 3.526 -0.118 0.058 -0.062
I -4.843 2.751 5.266 0.032 -0.049 0.068
```
Positions in Å, forces in eV/Å.

Per-atom Mulliken charges, elementary charge units: atom 1 (Pt): 1.15, atom 2 (C): -0.70, atom 3 (C): -0.85, atom 4 (N): -0.41, atom 5 (C): -0.73, atom 6 (C): -0.65, atom 7 (N): -0.19, atom 8 (C): -0.61, atom 9 (C): -0.73, atom 10 (N): -0.60, atom 11 (H): 0.50, atom 12 (H): 0.53, atom 13 (H): 0.40, atom 14 (H): 0.40, atom 15 (H): 0.34, atom 16 (H): 0.25, atom 17 (H): 0.52, atom 18 (H): 0.41, atom 19 (H): 0.42, atom 20 (H): 0.28, atom 21 (H): 0.30, atom 22 (H): 0.46, atom 23 (H): 0.30, atom 24 (H): 0.46, atom 25 (H): 0.41, atom 26 (S): -0.23, atom 27 (C): 0.47, atom 28 (N): -0.01, atom 29 (C): -0.05, atom 30 (C): -0.72, atom 31 (C): -0.05, atom 32 (N): -0.29, atom 33 (H): 0.29, atom 34 (H): 0.47, atom 35 (H): 0.44, atom 36 (H): 0.54, atom 37 (C): -0.90, atom 38 (N): 0.09, atom 39 (C): 0.13, atom 40 (C): -1.06, atom 41 (C): 1.22, atom 42 (O): -0.44, atom 43 (N): -0.34, atom 44 (C): 0.21, atom 45 (O): -0.59, atom 46 (H): 0.36, atom 47 (H): 0.33, atom 48 (H): 0.34, atom 49 (H): 0.44, atom 50 (H): 0.55, atom 51 (I): 0.08, atom 52 (I): 0.07


ORCA calculation (ωB97M-V/def2-TZVPD) on a cluster of 2 separate species, C11H18 in total at a distorted geometry.

Calculated values
HOMO level	-9.0	eV
LUMO energy	0.94	eV
SMILES string	Cc1ccccc1.CC(C)C
gap between HOMO and LUMO	10.0	eV
energy relative to the best compared isomer or geometry (same formula, charge and spin)	0.754	eV

XYZ file:
```
29
Properties=species:S:1:pos:R:3:forces:R:3
C -0.633 1.791 1.197 0.004 0.948 -0.792
C 0.408 2.042 0.124 -0.132 -0.032 0.957
C 1.682 1.507 0.285 0.208 0.168 -0.983
C 2.640 1.659 -0.721 -0.059 -0.302 0.711
C 2.295 2.227 -1.938 -0.758 -0.486 -0.129
C 1.030 2.793 -2.047 -0.024 1.186 0.078
C 0.150 2.862 -0.972 0.270 -1.020 -0.091
H -1.404 2.560 1.106 -0.054 -0.061 0.239
H -0.162 1.863 2.159 0.028 -0.054 0.629
H -1.125 0.831 1.101 0.037 -0.120 -0.090
H 1.963 0.929 1.155 -0.182 0.098 0.199
H 3.627 1.307 -0.451 0.162 -0.147 -0.588
H 2.865 2.117 -2.851 0.496 0.298 0.279
H 0.762 3.339 -2.944 0.057 -0.145 -0.161
H -0.754 3.455 -0.994 -0.117 -0.162 -0.245
C -1.901 -2.735 1.427 0.268 -0.186 -1.491
C -0.906 -1.926 0.579 -0.280 0.208 0.509
C 0.485 -2.550 0.578 -0.111 0.246 -0.471
C -1.467 -1.603 -0.828 0.747 -0.456 0.675
H -2.198 -3.636 0.880 0.610 -0.505 0.344
H -2.862 -2.243 1.435 -0.155 0.646 0.755
H -1.432 -2.921 2.388 -0.555 -0.251 0.246
H -0.828 -0.978 1.105 0.164 0.086 0.068
H 0.445 -3.428 -0.073 0.360 -0.126 0.174
H 1.220 -1.841 0.189 -0.065 -0.099 -0.270
H 0.849 -2.808 1.572 -0.252 -0.225 0.074
H -2.483 -1.989 -0.872 -0.239 0.508 -0.274
H -1.360 -0.529 -0.967 -0.508 0.033 -0.387
H -0.905 -2.095 -1.623 0.079 -0.046 0.036
```
Positions in Å, forces in eV/Å.

Per-atom Mulliken charges, elementary charge units: atom 1 (C): -1.34, atom 2 (C): 1.07, atom 3 (C): -0.48, atom 4 (C): -0.39, atom 5 (C): -0.60, atom 6 (C): -0.27, atom 7 (C): -0.69, atom 8 (H): 0.41, atom 9 (H): 0.38, atom 10 (H): 0.18, atom 11 (H): 0.38, atom 12 (H): 0.35, atom 13 (H): 0.37, atom 14 (H): 0.36, atom 15 (H): 0.34, atom 16 (C): -1.71, atom 17 (C): 1.35, atom 18 (C): -1.51, atom 19 (C): -1.06, atom 20 (H): 0.38, atom 21 (H): 0.42, atom 22 (H): 0.39, atom 23 (H): -0.27, atom 24 (H): 0.39, atom 25 (H): 0.32, atom 26 (H): 0.37, atom 27 (H): 0.38, atom 28 (H): 0.19, atom 29 (H): 0.30


ORCA calculation (ωB97M-V/def2-TZVPD) on a structure of composition C34H42N7O3SSiV at a distorted geometry.

Calculated values
spin multiplicity	4
HOMO level (alpha / beta)	-9.4 / -9.4	eV
LUMO energy (alpha / beta)	-3.02 / -4.10	eV
net charge	+1
gap between HOMO and LUMO (alpha / beta)	6.4 / 5.3	eV
energy relative to the best compared isomer or geometry (same formula, charge and spin)	9.878	eV
expectation value of S²	3.77

XYZ file:
```
89
Properties=species:S:1:pos:R:3:forces:R:3
V -0.053 -0.727 -0.249 -2.207 1.618 0.831
N -2.310 -0.695 -0.338 -0.034 -0.646 0.156
N -3.024 -1.296 0.694 -0.290 -0.338 0.012
C -2.379 -1.995 1.620 -0.002 -0.290 -0.115
N -3.059 -2.440 2.681 -0.149 0.003 -0.036
S -0.732 -2.330 1.452 0.137 -0.385 0.167
H -2.265 0.399 -0.302 0.290 0.473 -0.097
H -2.745 -0.932 -1.222 0.041 -0.227 -0.085
H -3.986 -1.029 0.838 -0.105 0.072 -0.021
H -4.060 -2.357 2.747 0.025 -0.003 0.007
H -2.592 -3.046 3.333 0.031 0.030 0.027
O 1.924 3.248 5.924 0.502 0.198 0.242
C 2.241 1.945 5.830 0.100 -0.027 -0.038
O 2.615 1.336 6.789 -0.035 -0.009 0.028
C 2.074 1.300 4.485 0.839 -0.558 -0.094
C 2.058 2.008 3.290 1.000 -0.359 -0.164
C 1.837 1.361 2.086 1.222 0.058 -0.132
C 1.706 -0.023 2.059 1.108 -0.238 0.440
C 1.779 -0.746 3.255 -0.074 0.002 -0.591
C 1.944 -0.086 4.455 0.138 0.291 0.258
N 1.539 -0.689 0.820 1.305 0.057 0.857
C 2.305 -1.745 0.574 0.103 0.162 0.142
C 2.055 -2.384 -0.659 -0.239 -0.290 -0.241
C 2.452 -3.748 -0.943 0.106 -0.061 0.195
C 1.332 -4.485 -1.641 0.031 0.053 -0.057
C 0.070 -3.239 -3.331 -0.116 0.126 0.535
C -0.455 -1.288 -2.868 0.375 -0.475 -0.357
N 1.172 -1.760 -1.414 0.722 -0.560 -0.295
H 1.561 3.602 5.105 0.141 -0.077 -0.053
H 2.252 3.073 3.282 0.202 -0.284 0.120
H 1.809 1.911 1.153 -0.064 0.017 0.046
H 1.683 -1.823 3.231 -0.060 -0.005 0.031
H 1.986 -0.629 5.390 -0.013 0.000 0.001
H 3.069 -2.078 1.266 -0.014 -0.036 0.026
H 3.038 -4.252 -0.186 -0.005 -0.031 -0.025
H 1.277 -5.533 -1.373 0.074 -0.007 -0.001
H 0.031 -3.528 -4.372 0.048 -0.017 -0.018
H -0.881 -1.092 -3.848 -0.006 0.129 -0.012
C -4.126 2.870 0.746 0.300 -0.033 0.098
Si -2.228 2.903 0.555 -0.229 0.289 -0.003
C -1.809 4.709 0.152 0.061 -0.199 -0.022
C -2.043 0.942 2.630 -0.361 0.078 0.040
N -1.683 1.774 -0.614 -0.178 0.240 0.541
C -1.549 2.022 -1.944 0.153 0.307 -0.362
C -2.026 3.153 -2.649 -0.050 -0.221 0.216
C -1.697 3.399 -3.968 0.230 -0.085 -0.095
C -0.854 2.534 -4.660 -0.174 0.185 0.068
C -0.424 1.378 -4.030 0.127 -0.426 0.052
C -0.827 1.109 -2.735 -0.467 0.625 -0.108
O -0.543 -0.102 -2.074 0.284 -0.339 -0.896
C 0.912 -1.981 -2.863 -0.014 0.033 -0.432
C -1.002 -2.694 -2.445 -0.396 0.146 -0.160
C -0.049 -4.001 -2.110 0.154 -0.075 -0.209
C 2.618 -4.146 -2.405 -0.030 0.025 -0.065
C 2.933 -3.051 -3.383 -0.021 0.114 -0.097
C 2.213 -1.948 -3.593 -0.121 0.061 -0.028
H -4.449 2.348 1.650 -0.025 0.009 0.026
H -4.597 2.379 -0.108 0.012 0.017 -0.064
H -4.520 3.888 0.796 -0.039 -0.032 0.036
H -1.890 5.370 1.015 -0.043 -0.023 -0.045
H -2.510 5.088 -0.593 -0.025 0.001 0.055
H -0.807 4.810 -0.273 0.011 0.023 0.039
H -2.131 0.694 3.681 0.061 0.032 -0.006
H 0.013 0.909 2.756 -1.009 0.061 0.066
H -2.815 0.494 2.008 0.215 0.214 0.199
H -2.678 3.832 -2.117 0.038 0.007 -0.139
H -2.074 4.289 -4.456 -0.027 -0.023 0.005
H -0.553 2.741 -5.677 0.012 -0.003 0.016
H 0.233 0.696 -4.559 -0.055 -0.046 0.018
H -2.049 -2.966 -2.519 0.023 -0.024 0.030
H -0.754 -4.826 -2.101 -0.049 0.049 -0.042
H 3.268 -4.999 -2.548 -0.056 -0.055 0.113
H 3.890 -3.165 -3.879 0.030 0.023 0.057
H 2.536 -1.130 -4.222 0.045 -0.039 -0.013
C -2.364 4.048 3.715 0.037 -0.054 -0.084
C -1.116 3.236 3.351 0.012 0.046 0.164
C -0.614 2.546 4.631 -0.515 -0.168 -0.140
C -0.014 4.185 2.870 -0.178 0.022 -0.246
C -1.490 2.259 2.225 -0.223 0.240 -0.208
N -0.706 1.014 2.046 -0.676 -0.423 -0.248
H -2.151 4.693 4.570 -0.035 0.030 -0.008
H -3.196 3.391 3.978 0.017 -0.005 0.047
H -2.684 4.680 2.887 -0.051 0.030 0.014
H -0.205 3.297 5.308 -0.448 -0.080 -0.031
H 0.183 1.821 4.441 -1.067 0.402 0.177
H -1.417 2.041 5.169 -0.059 0.039 0.021
H 0.253 4.884 3.667 0.057 0.074 0.006
H -0.333 4.764 2.007 0.107 0.031 0.158
H 0.863 3.613 2.580 -0.496 0.532 -0.193
```
Positions in Å, forces in eV/Å.

Per-atom Mulliken charges, elementary charge units: atom 1 (V): 0.50, atom 2 (N): 0.34, atom 3 (N): -0.79, atom 4 (C): 0.66, atom 5 (N): -0.35, atom 6 (S): -0.47, atom 7 (H): 0.02, atom 8 (H): 0.52, atom 9 (H): 0.29, atom 10 (H): 0.22, atom 11 (H): 0.24, atom 12 (O): -0.59, atom 13 (C): 0.51, atom 14 (O): -0.57, atom 15 (C): 0.14, atom 16 (C): -0.59, atom 17 (C): -0.52, atom 18 (C): -0.19, atom 19 (C): -0.04, atom 20 (C): -1.40, atom 21 (N): 0.30, atom 22 (C): -0.96, atom 23 (C): 0.98, atom 24 (C): -1.12, atom 25 (C): -0.32, atom 26 (C): -0.64, atom 27 (C): -0.98, atom 28 (N): -0.02, atom 29 (H): 0.35, atom 30 (H): 1.22, atom 31 (H): 0.43, atom 32 (H): 0.57, atom 33 (H): 0.49, atom 34 (H): 0.64, atom 35 (H): 0.52, atom 36 (H): 0.71, atom 37 (H): 0.41, atom 38 (H): 0.86, atom 39 (C): -1.40, atom 40 (Si): 0.40, atom 41 (C): -1.72, atom 42 (C): -1.64, atom 43 (N): -0.33, atom 44 (C): 0.77, atom 45 (C): -0.86, atom 46 (C): -0.95, atom 47 (C): -0.98, atom 48 (C): -0.78, atom 49 (C): 0.48, atom 50 (O): 0.60, atom 51 (C): 1.27, atom 52 (C): -0.69, atom 53 (C): -0.39, atom 54 (C): -0.27, atom 55 (C): -0.87, atom 56 (C): -1.50, atom 57 (H): 0.32, atom 58 (H): 0.39, atom 59 (H): 0.45, atom 60 (H): 0.60, atom 61 (H): 0.45, atom 62 (H): 0.37, atom 63 (H): 0.01, atom 64 (H): -0.54, atom 65 (H): 0.02, atom 66 (H): 0.38, atom 67 (H): 0.43, atom 68 (H): 0.43, atom 69 (H): 0.37, atom 70 (H): 0.58, atom 71 (H): 0.63, atom 72 (H): 0.58, atom 73 (H): 0.47, atom 74 (H): 0.48, atom 75 (C): -1.82, atom 76 (C): 2.90, atom 77 (C): -2.75, atom 78 (C): -1.52, atom 79 (C): 0.86, atom 80 (N): 0.98, atom 81 (H): 0.52, atom 82 (H): 0.33, atom 83 (H): 0.25, atom 84 (H): 0.66, atom 85 (H): 0.59, atom 86 (H): 0.45, atom 87 (H): 0.58, atom 88 (H): 0.12, atom 89 (H): -0.08


ORCA calculation (ωB97M-V/def2-TZVPD) on an isolated molecule of CH2O2S at a distorted geometry.

Calculated values
HOMO level	-9.5	eV
LUMO energy	0.07	eV
gap between HOMO and LUMO	9.6	eV
energy relative to the best compared isomer or geometry (same formula, charge and spin)	2.686	eV

XYZ file:
```
6
Properties=species:S:1:pos:R:3:forces:R:3
C -0.756 0.196 -0.562 1.236 0.923 1.222
O -1.394 -0.188 -1.467 -0.065 -0.047 0.155
O 1.425 0.611 1.021 0.334 0.929 -0.082
S 1.058 -0.422 0.029 -0.616 0.508 -0.416
H -0.884 1.134 0.129 -0.146 -1.107 -0.876
H 0.552 -1.332 0.850 -0.742 -1.206 -0.003
```
Positions in Å, forces in eV/Å.

Per-atom Mulliken charges, elementary charge units: atom 1 (C): 0.15, atom 2 (O): -0.35, atom 3 (O): -0.57, atom 4 (S): 0.32, atom 5 (H): 0.28, atom 6 (H): 0.17


Q: Look up the energy relative to the best compared isomer or geometry (same formula, charge and spin) of the fourth one.
A: 2.686 eV